No. 1
85
Properties=species:S:1:pos:R:3:forces:R:3 method="wB97M-V/def2-TZVPD" relative_energy_ev=7.834 total_charge=-1
Mg -0.009 -0.901 -0.633 0.6 -1.0 0.5
C 3.841 -1.737 0.228 0.3 -0.1 0.2
P 2.504 -0.892 -0.655 -0.5 0.8 -0.3
C 2.923 0.908 -0.322 0.6 -0.2 -0.3
N 4.186 1.171 -0.072 -0.1 0.2 0.0
C 4.552 2.458 0.169 0.1 0.0 0.2
C 5.905 2.766 0.445 0.1 -0.1 0.0
C 6.286 4.055 0.683 -0.1 0.1 0.0
C 5.329 5.099 0.654 0.1 -0.1 0.0
C 4.019 4.822 0.386 0.0 0.1 0.0
C 3.607 3.492 0.139 0.1 0.1 0.0
N 2.299 3.225 -0.116 0.0 0.0 0.0
C 1.941 1.982 -0.316 -0.1 0.3 0.0
P 0.111 1.756 -0.605 -0.1 -0.1 1.0
C -0.338 3.260 -1.531 0.2 0.1 -0.5
C -0.672 2.169 1.101 0.4 0.1 0.3
C -0.212 1.111 2.102 0.2 2.2 -1.0
C -0.318 3.546 1.671 0.3 0.2 -0.3
C -2.182 2.150 0.929 -0.1 0.4 -0.3
C 2.943 -1.079 -2.458 0.5 0.1 -0.4
C 4.351 -0.607 -2.826 0.1 0.1 0.0
C 1.938 -0.291 -3.300 -0.1 0.2 0.2
C 2.796 -2.565 -2.800 -0.3 -0.2 0.1
H 4.833 -1.398 -0.067 0.0 0.1 0.0
H 3.760 -2.808 0.049 -0.2 0.0 0.0
H 3.726 -1.569 1.299 -0.1 0.0 0.0
H 6.627 1.960 0.464 -0.1 -0.1 0.0
H 7.323 4.280 0.895 0.0 0.0 0.0
H 5.636 6.119 0.845 0.0 0.0 0.0
H 3.277 5.609 0.364 -0.1 -0.1 0.0
H -0.029 4.173 -1.028 0.1 -0.1 0.1
H -1.417 3.283 -1.682 0.0 -0.1 0.0
H 0.132 3.241 -2.516 0.0 0.0 0.0
H 0.861 1.176 2.266 0.1 -0.1 -0.2
H -0.543 -0.011 1.679 -1.5 7.1 1.3
H -0.704 1.216 3.066 -0.3 -0.1 -0.1
H 0.749 3.654 1.867 0.0 0.0 0.0
H -0.839 3.686 2.622 -0.1 -0.1 0.0
H -0.627 4.360 1.009 0.0 0.0 0.0
H -2.545 1.214 0.548 0.1 -0.1 -0.1
H -2.515 2.942 0.250 0.0 0.0 0.1
H -2.660 2.320 1.898 0.1 0.0 0.0
H 4.496 0.457 -2.624 0.0 0.0 0.0
H 4.528 -0.761 -3.896 -0.1 -0.1 0.0
H 5.123 -1.160 -2.289 0.0 0.0 0.0
H 2.031 0.789 -3.142 0.0 0.0 0.0
H 0.908 -0.585 -3.079 0.0 -0.1 0.0
H 2.110 -0.478 -4.364 0.0 0.0 0.0
H 3.521 -3.180 -2.263 0.0 0.0 0.0
H 2.962 -2.717 -3.872 0.1 0.1 0.0
H 1.791 -2.925 -2.544 0.0 0.0 0.2
C -2.595 -5.544 -1.186 0.0 0.0 0.0
C -2.080 -4.661 -2.126 -0.3 0.0 -0.1
C -2.097 -3.295 -1.881 0.1 0.0 -0.1
C -2.638 -2.793 -0.699 -0.4 0.0 -0.1
C -3.151 -3.685 0.232 0.0 0.0 0.1
C -3.131 -5.054 -0.004 0.0 0.0 0.0
P -2.629 -0.974 -0.399 0.5 -1.4 1.4
C -4.440 -0.727 0.008 0.0 0.0 -0.2
C -4.994 0.365 0.681 0.1 0.0 0.1
C -6.362 0.482 0.883 0.0 0.0 -0.1
C -7.232 -0.480 0.395 0.0 0.0 0.0
C -6.712 -1.553 -0.310 0.0 0.1 0.0
C -5.343 -1.666 -0.506 -0.1 0.0 -0.1
C -1.785 -0.915 1.312 1.0 -2.6 0.4
C -2.449 -0.964 2.503 0.5 -0.4 0.2
C -1.768 -1.011 3.750 0.4 0.2 0.2
C -0.358 -1.090 3.904 -0.5 -0.4 0.0
C 0.530 -1.096 2.852 -1.6 -2.4 -0.5
C -0.039 -0.994 1.513 -0.2 -2.8 -1.0
H -2.573 -6.612 -1.373 0.0 0.0 0.0
H -1.652 -5.035 -3.048 0.0 0.0 0.0
H -1.686 -2.623 -2.619 0.0 0.0 0.0
H -3.572 -3.320 1.162 0.1 0.1 0.0
H -3.531 -5.735 0.738 0.0 0.0 0.0
H -4.372 1.154 1.069 0.1 0.0 0.1
H -6.749 1.340 1.421 0.0 0.0 0.0
H -8.300 -0.386 0.549 0.0 0.0 0.0
H -7.372 -2.307 -0.720 0.0 0.0 0.0
H -4.979 -2.502 -1.084 0.0 0.0 0.1
H -3.536 -1.017 2.532 0.0 0.1 0.0
H -2.372 -1.043 4.650 0.0 0.0 0.0
H 0.031 -1.157 4.918 -0.1 0.0 0.0
H 1.601 -1.178 2.985 0.0 -0.1 -0.1
O 0.020 -2.702 -0.733 0.1 0.1 -1.1

No. 2
The following is a DFT calculation (ωB97M-V/def2-TZVPD) of a structure of composition C36H42N2O28S at a distorted geometry.

Structure (XYZ):
```
109
Properties=species:S:1:pos:R:3:forces:R:3
C 2.684 -1.051 -1.106 -1.2 1.7 0.3
C 2.070 0.000 -1.325 -0.2 -1.4 0.4
C 1.003 1.140 -1.439 0.5 -0.9 0.8
C -0.424 0.565 -1.015 0.3 -1.9 -0.9
C -0.703 -0.810 -1.428 -1.8 1.7 1.6
C -2.020 -1.516 -1.051 -0.1 3.1 1.2
O -2.263 -2.822 -1.437 0.7 1.6 0.4
C -3.000 -0.749 -0.281 2.0 -0.2 -1.0
C -2.682 0.670 0.128 0.4 1.5 0.3
N -3.495 1.526 0.888 2.8 -0.4 -1.6
S -2.651 2.954 1.041 0.2 -0.9 -0.5
N -1.197 2.735 0.200 -3.1 -3.8 0.2
C -1.386 1.417 -0.224 0.3 -2.0 -1.0
H 3.106 -2.000 -0.693 -0.4 1.5 -1.0
H 0.964 1.570 -2.476 0.2 -0.5 1.0
H 1.311 1.956 -0.714 -0.5 -0.9 -0.9
H 0.035 -1.420 -2.017 -0.7 1.0 0.7
H -1.402 -3.249 -1.629 -0.5 0.1 0.1
H -3.983 -1.207 0.001 1.1 0.6 -0.3
C 0.563 -2.280 1.925 0.1 0.8 0.3
C 0.335 -3.529 2.727 0.1 -0.1 0.7
O -0.284 -4.401 1.787 0.1 0.2 -0.6
C 0.079 -3.979 0.549 -0.1 -0.2 -0.2
O -0.131 -4.585 -0.460 0.1 0.3 0.2
O 0.710 -2.779 0.600 -0.2 -0.6 0.0
H 1.456 -1.739 2.238 0.0 0.0 -0.2
H -0.292 -1.599 1.953 0.0 -0.1 -0.1
H 1.269 -3.983 3.070 0.0 0.0 -0.1
H -0.313 -3.361 3.587 -0.1 -0.2 -0.1
C -5.096 5.767 -1.035 -0.3 -0.8 -0.1
C -3.611 5.705 -1.215 0.5 -0.5 -0.1
O -3.276 7.041 -1.587 -0.4 0.4 0.2
C -4.262 7.849 -1.111 0.0 0.4 0.0
O -4.211 9.041 -1.102 0.0 -0.4 0.0
O -5.314 7.122 -0.644 0.5 0.4 -0.1
H -5.451 5.081 -0.271 0.0 0.2 -0.1
H -5.638 5.575 -1.964 0.0 0.0 0.0
H -3.088 5.455 -0.289 0.0 0.1 0.0
H -3.315 4.999 -1.991 0.0 0.2 0.0
C 1.461 -3.430 -4.717 -0.5 -0.5 0.0
C 2.951 -3.490 -4.888 0.5 -0.6 0.1
O 3.286 -2.153 -5.259 -0.5 0.3 0.1
C 2.297 -1.349 -4.791 0.1 0.5 0.1
O 2.351 -0.159 -4.781 -0.1 -0.2 0.0
O 1.241 -2.076 -4.330 0.4 0.2 -0.2
H 1.101 -4.118 -3.952 0.0 0.2 0.1
H 0.924 -3.623 -5.650 0.0 0.1 0.0
H 3.467 -3.739 -3.959 -0.1 0.0 -0.1
H 3.254 -4.195 -5.662 0.1 0.2 0.0
C 5.950 -4.539 0.566 0.5 0.4 0.6
C 5.755 -6.025 0.632 0.3 -0.4 0.6
O 4.727 -6.256 -0.329 -0.1 0.5 -0.4
C 4.761 -5.224 -1.209 -0.2 -0.1 -0.3
O 4.145 -5.189 -2.232 0.2 0.0 0.3
O 5.587 -4.232 -0.781 -0.4 -0.5 -0.2
H 6.978 -4.242 0.769 -0.1 0.1 -0.2
H 5.285 -3.997 1.244 0.0 0.0 -0.1
H 6.649 -6.578 0.333 0.0 0.0 0.0
H 5.445 -6.361 1.621 -0.1 -0.1 -0.2
C 6.179 -8.323 4.607 -0.2 -0.6 -0.3
C 6.266 -7.974 6.065 -0.2 -0.4 0.6
O 7.071 -6.799 6.064 -0.1 0.1 -0.5
C 6.953 -6.229 4.836 0.3 0.6 0.0
O 7.364 -5.148 4.552 -0.2 -0.4 0.0
O 6.302 -7.054 3.969 0.1 0.2 0.3
H 5.234 -8.798 4.346 0.0 0.2 -0.1
H 7.001 -8.964 4.279 0.0 0.1 0.0
H 5.291 -7.733 6.498 0.0 0.0 0.0
H 6.730 -8.763 6.656 0.1 0.2 0.0
C -7.731 7.784 2.280 0.3 0.7 0.3
C -9.136 7.317 2.035 -0.6 0.3 0.2
O -8.962 6.271 1.087 0.5 -0.1 0.0
C -7.693 5.807 1.224 0.0 -0.3 -0.3
O -7.280 4.821 0.695 -0.3 0.3 0.4
O -6.958 6.611 2.043 -0.4 -0.4 -0.2
H -7.582 8.147 3.297 0.1 -0.2 -0.1
H -7.418 8.560 1.577 0.0 -0.1 0.0
H -9.604 6.906 2.934 0.0 0.0 0.0
H -9.773 8.104 1.634 0.0 -0.2 -0.1
C 8.745 -2.133 -2.949 0.0 0.0 -0.6
C 7.571 -2.101 -2.013 -0.8 0.1 -0.3
O 8.138 -2.517 -0.775 0.5 0.0 -0.1
C 9.471 -2.241 -0.829 0.5 0.0 0.4
O 10.210 -2.312 0.102 -0.3 0.0 -0.3
O 9.848 -1.875 -2.085 -0.2 -0.1 0.4
H 8.677 -1.376 -3.730 0.2 0.0 0.1
H 8.883 -3.112 -3.415 0.0 0.0 0.1
H 7.159 -1.096 -1.893 0.1 0.0 0.0
H 6.775 -2.776 -2.322 0.1 0.0 0.2
C -2.881 3.487 -5.080 0.7 0.3 -0.2
C -3.697 2.551 -5.925 0.1 -0.2 -0.6
O -4.576 1.952 -4.978 0.1 0.4 0.4
C -4.681 2.807 -3.926 -0.5 -0.2 0.4
O -5.464 2.689 -3.038 0.3 0.1 -0.3
O -3.773 3.819 -4.020 -0.3 -0.3 -0.1
H -2.574 4.380 -5.623 -0.1 0.0 0.2
H -1.994 3.006 -4.658 -0.1 0.0 0.0
H -4.292 3.076 -6.677 0.0 0.0 0.1
H -3.087 1.796 -6.420 -0.2 -0.1 0.1
C -4.622 5.262 5.437 0.6 0.3 -0.1
C -5.432 4.328 4.586 0.1 -0.2 -0.8
O -6.316 3.723 5.523 0.1 0.3 0.4
C -6.428 4.576 6.578 -0.4 -0.1 0.4
O -7.218 4.453 7.461 0.3 0.1 -0.3
O -5.521 5.589 6.492 -0.3 -0.3 -0.1
H -4.313 6.157 4.898 -0.1 0.0 0.2
H -3.737 4.781 5.862 -0.1 0.0 0.0
H -6.023 4.855 3.832 0.0 0.0 0.0
H -4.816 3.576 4.091 -0.2 -0.1 0.1
```
Positions in Å, forces in eV/Å.

Atomic partial charges in e from the Löwdin method, atoms 1 to 99: number 1, C, carries 0.0798; number 2, C, carries -0.1108; number 3, C, carries -0.1241; number 4, C, carries -0.1198; number 5, C, carries 0.0577; number 6, C, carries -0.2440; number 7, O, carries 0.0305; number 8, C, carries 0.0428; number 9, C, carries -0.2845; number 10, N, carries -0.2474; number 11, S, carries 0.9179; number 12, N, carries -0.2099; number 13, C, carries -0.3066; number 14, H, carries 0.0509; number 15, H, carries 0.1161; number 16, H, carries 0.1131; number 17, H, carries 0.1074; number 18, H, carries 0.0854; number 19, H, carries 0.1187; number 20, C, carries -0.1184; number 21, C, carries -0.1205; number 22, O, carries 0.0770; number 23, C, carries -0.5461; number 24, O, carries 0.1474; number 25, O, carries 0.0300; number 26, H, carries 0.1377; number 27, H, carries 0.1356; number 28, H, carries 0.1336; number 29, H, carries 0.1377; number 30, C, carries -0.1257; number 31, C, carries -0.1361; number 32, O, carries 0.0660; number 33, C, carries -0.5536; number 34, O, carries 0.1495; number 35, O, carries 0.0569; number 36, H, carries 0.1061; number 37, H, carries 0.1403; number 38, H, carries 0.0889; number 39, H, carries 0.1160; number 40, C, carries -0.1203; number 41, C, carries -0.1230; number 42, O, carries 0.0626; number 43, C, carries -0.5666; number 44, O, carries 0.1476; number 45, O, carries 0.0371; number 46, H, carries 0.1358; number 47, H, carries 0.1333; number 48, H, carries 0.1060; number 49, H, carries 0.1370; number 50, C, carries -0.1139; number 51, C, carries -0.1162; number 52, O, carries 0.0718; number 53, C, carries -0.5463; number 54, O, carries 0.1481; number 55, O, carries 0.0363; number 56, H, carries 0.1327; number 57, H, carries 0.1378; number 58, H, carries 0.1404; number 59, H, carries 0.1208; number 60, C, carries -0.1282; number 61, C, carries -0.1278; number 62, O, carries 0.0688; number 63, C, carries -0.5543; number 64, O, carries 0.1681; number 65, O, carries 0.0382; number 66, H, carries 0.1356; number 67, H, carries 0.1362; number 68, H, carries 0.1353; number 69, H, carries 0.1362; number 70, C, carries -0.1208; number 71, C, carries -0.1252; number 72, O, carries 0.0744; number 73, C, carries -0.5456; number 74, O, carries 0.1494; number 75, O, carries 0.0415; number 76, H, carries 0.1355; number 77, H, carries 0.1389; number 78, H, carries 0.1358; number 79, H, carries 0.1362; number 80, C, carries -0.1245; number 81, C, carries -0.1300; number 82, O, carries 0.0443; number 83, C, carries -0.5511; number 84, O, carries 0.1657; number 85, O, carries 0.0649; number 86, H, carries 0.1360; number 87, H, carries 0.1348; number 88, H, carries 0.1402; number 89, H, carries 0.1205; number 90, C, carries -0.1227; number 91, C, carries -0.1275; number 92, O, carries 0.0684; number 93, C, carries -0.5506; number 94, O, carries 0.1689; number 95, O, carries 0.0365; number 96, H, carries 0.1367; number 97, H, carries 0.1349; number 98, H, carries 0.1349; number 99, H, carries 0.1358

| no. | Kohn-Sham gap (eV) | E_LUMO (eV) |
| --- | --- | --- |
| 1 | 3.9 | 1.6 |
| 2 | 7.6 | -0.9 |